Entry 1:
Below is a structure of composition C19H20N2O3S, with properties calculated with ωB97M-V/def2-TZVPD.

The geometry in ORCA input format:
```
! wB97M-V def2-TZVPD RIJCOSX def2/J DEFGRID3
* xyz 0 1
C 2.5539 -2.9037 0.9523
C 1.6302 -3.8569 0.3759
C 1.9848 -5.1171 -0.0309
C 1.2471 -6.1693 -0.4914
C 0.0643 -5.8762 -0.7002
C -0.5140 -4.7361 -0.1510
C 0.3909 -3.8075 0.4412
O -0.0893 -2.4840 0.5585
C -1.3677 -2.0186 0.2746
C -1.4763 -1.5921 -1.1057
H -2.6663 -1.2512 -1.3066
H -1.4503 -2.6273 -1.8528
S -0.0303 -0.4226 -1.7203
C -0.9220 0.9698 -0.8582
N -1.9392 1.0585 -0.3939
C -2.0165 2.2817 0.2871
C -2.8912 3.0624 0.9557
C -2.7873 4.3022 1.2739
C -1.7907 5.1064 0.7291
C -0.7334 4.3387 0.1918
C -0.8498 3.0125 -0.3195
N -0.2076 1.9867 -0.7841
C 1.1042 2.2639 -1.3752
H 1.3117 3.2558 -1.5206
H 1.2028 1.6633 -2.5699
C 2.2291 1.9475 -0.3689
C 2.3371 2.8211 0.8594
O 2.4103 3.9275 0.8277
O 1.5448 2.1212 1.9584
H 1.4365 2.8478 2.6740
H 1.9716 0.8395 -0.1144
H 3.3045 1.9401 -0.9159
H 0.1725 4.9354 -0.1887
H -1.4297 6.0510 1.0602
H -3.5200 4.8504 1.7568
H -4.1415 2.4934 1.1887
H -1.4492 -1.0104 0.7893
H -2.2131 -2.6868 0.9428
H -1.7015 -4.5156 -0.2863
H -0.9383 -6.8221 -0.8727
H 1.6340 -7.1268 -0.5852
H 3.0685 -5.6536 0.2931
H 2.3387 -2.7301 1.8980
H 3.7413 -3.3339 0.9219
H 2.4711 -2.1757 0.1365
*
```

Calculated values
frontier orbital gap: 8.98 eV
relative energy (zero: lowest compared OMol25 entry of this formula, charge and spin): 15.792 eV
HOMO: -8.52 eV

Entry 2:
Below is a structure of composition C4H2, with properties calculated with ωB97M-V/def2-TZVPD.

The geometry in ORCA input format:
```
! wB97M-V def2-TZVPD RIJCOSX def2/J DEFGRID3
* xyz 0 1
C 0.6019 -0.9424 -0.1466
C -1.6226 1.0109 0.9367
C 0.4537 0.2865 -0.4450
C -0.6274 0.4623 0.5296
H 1.1174 1.0444 -0.9290
H 0.0770 -1.8617 0.0544
*
```

Calculated values
frontier orbital gap (alpha / beta): 7.91 / 7.92 eV
relative energy (zero: lowest compared OMol25 entry of this formula, charge and spin): 4.391 eV
HOMO (alpha / beta): -9.59 / -9.59 eV

Entry 3:
Below is a cluster of 2 separate species, C6H5FO4 in total, with properties calculated with ωB97M-V/def2-TZVPD.

The geometry in ORCA input format:
```
! wB97M-V def2-TZVPD RIJCOSX def2/J DEFGRID3
* xyz -2 1
C 2.5229 1.6956 -0.7957
C 1.8010 0.8422 0.0968
C -1.9992 0.2281 1.2372
C -2.6201 -1.3749 -0.6618
C 1.7466 -0.5359 0.1272
C -1.5050 -0.7188 0.2598
O -2.5967 1.2112 1.6222
O -2.7438 -0.8229 -1.7551
O -1.6228 -0.9801 1.6841
O -3.2768 -2.2190 -0.0863
F 2.7526 -1.2224 -0.6967
H 2.2148 2.6850 -0.9160
H 3.3436 1.4624 -1.4927
H 0.8302 1.3420 0.4152
H 1.6792 -1.0864 1.0299
H -0.5265 -0.5063 -0.0679
*
```

Calculated values
frontier orbital gap: 5.31 eV
HOMO: 0.99 eV

Entry 4:
Below is a structure of composition C39H57BN7O4S3W, with properties calculated with ωB97M-V/def2-TZVPD.

The geometry in ORCA input format:
```
! wB97M-V def2-TZVPD RIJCOSX def2/J DEFGRID3
* xyz 1 3
W -0.1157 0.4892 -0.2759
C -2.0643 -1.3998 -5.0303
C -0.7889 -2.0997 -4.5622
C 0.3641 -1.1193 -4.3633
C -0.3817 -3.1278 -5.6138
N -1.0639 -2.8221 -3.2704
C -1.0015 -4.1949 -3.1209
C -1.3244 -4.4767 -1.8454
N -1.5955 -3.2861 -1.2039
B -1.8388 -3.3076 0.3187
N -2.7718 -2.2080 0.9280
C -4.1268 -2.4595 1.0067
C -4.6557 -1.6387 1.9313
N -3.6263 -0.8606 2.4341
C -2.4881 -1.2066 1.7780
S -0.9577 -0.4159 1.9557
C -3.7563 0.0001 3.6614
C -2.8625 -0.5893 4.7538
C -3.4072 1.4624 3.3838
C -5.2063 -0.0530 4.1347
N -0.5020 -3.3952 1.0970
C -0.4293 -4.1997 2.2126
C 0.8390 -4.1785 2.6556
N 1.5580 -3.3518 1.8113
C 0.7106 -2.8653 0.8675
S 1.1103 -1.7885 -0.4376
C 3.0124 -3.0503 2.0026
C 3.7836 -3.3628 0.7208
C 3.5685 -3.9375 3.1141
C 3.1389 -1.5906 2.4262
C -1.4238 -2.2889 -2.0835
S -1.7443 -0.6126 -1.7820
H -1.8839 -0.9523 -6.0076
H -2.3663 -0.6098 -4.3476
H -2.8800 -2.1182 -5.1295
H 0.6320 -0.6919 -5.3299
H 1.2413 -1.6301 -3.9620
H 0.1043 -0.3073 -3.6917
H -0.1743 -2.5908 -6.5375
H -1.1782 -3.8431 -5.8220
H 0.5268 -3.6613 -5.3317
H -0.7404 -4.8561 -3.9224
H -1.3934 -5.4197 -1.3353
H -2.4045 -4.3483 0.5329
H -4.5903 -3.2273 0.4154
H -5.6681 -1.5549 2.2729
H -1.8085 -0.5186 4.4925
H -3.1135 -1.6370 4.9276
H -3.0239 -0.0408 5.6819
H -2.3995 1.5764 2.9933
H -3.4730 2.0097 4.3249
H -4.1158 1.9038 2.6835
H -5.5068 -1.0598 4.4258
H -5.8937 0.3296 3.3795
H -5.2947 0.5848 5.0125
H -1.2862 -4.7371 2.5747
H 1.2845 -4.6975 3.4799
H 3.6181 -4.4003 0.4260
H 4.8493 -3.2292 0.9072
H 3.4931 -2.7179 -0.1029
H 3.4674 -4.9979 2.8805
H 3.1055 -3.7308 4.0793
H 4.6309 -3.7193 3.2097
H 2.7038 -0.9343 1.6787
H 4.1919 -1.3360 2.5513
H 2.6273 -1.4343 3.3782
C 4.2307 0.5861 -0.0607
C 2.9468 1.3439 -0.3289
C 3.1233 2.8424 -0.1451
O 1.8991 0.8845 0.5901
C 2.4313 1.0377 -1.7421
O 3.1854 1.1152 -2.6789
O 1.1584 0.7487 -1.8284
H 4.5871 0.7826 0.9520
H 4.9810 0.9192 -0.7749
H 4.0815 -0.4845 -0.1912
H 3.5316 3.0545 0.8468
H 2.1756 3.3709 -0.2605
H 3.8211 3.2159 -0.8926
H 1.8561 1.4740 1.3551
C -1.1488 4.2824 0.6293
C -0.4011 3.3314 1.4881
O -0.1035 2.1779 1.1275
C 0.0692 3.7360 2.8301
C 0.3339 2.7433 3.7797
C 0.7957 3.0884 5.0365
C 1.0229 4.4237 5.3497
C 0.7729 5.4127 4.4094
C 0.2838 5.0753 3.1586
H -2.0236 3.7999 0.1859
H -0.5248 4.5634 -0.2251
H -1.4435 5.1696 1.1782
H 0.1373 1.7070 3.5301
H 0.9771 2.3205 5.7765
H 1.3926 4.6927 6.3301
H 0.9558 6.4503 4.6534
H 0.0959 5.8532 2.4320
C -3.4980 1.3188 0.0134
C -2.7324 2.0413 -1.0469
C -3.2551 2.9536 -1.9198
C -2.1802 3.4511 -2.6920
C -1.0372 2.8175 -2.2812
C 0.3110 3.1344 -2.8522
N -1.3526 1.9335 -1.2448
H -4.3343 1.9391 0.3402
H -2.8661 1.1268 0.8768
H -3.9013 0.3641 -0.3326
H -4.2934 3.2418 -1.9695
H -2.2178 4.2033 -3.4642
H 0.1985 4.0201 -3.4768
H 0.7211 2.3389 -3.4702
H 1.0555 3.3741 -2.0903
*
```

Calculated values
frontier orbital gap (alpha / beta): 6.41 / 6.23 eV
relative energy (zero: lowest compared OMol25 entry of this formula, charge and spin): 0.049 eV
HOMO (alpha / beta): -9.32 / -9.31 eV
<S²>: 2.01

Across the entries above, M takes the values 356.4 50.1 160.1 978.8 g mol⁻¹, respectively.
Across the entries above, largest force on an atom takes the values 18.7 7.0 3.3 0.5 eV Å⁻¹, respectively.